C5H9ClN2 | ωB97M-V/def2-TZVPD

Properties
HOMO energy = -0.327 Ha
Total energy = -20833.56059 eV
Energy above the lowest of the compared OMol25 structures with the same formula, charge and spin = 0.295 eV
Frontier orbital gap = 9.604 eV
2S+1 = 1
SMILES = c1c[nH]cn1.CCCl

Atoms and positions in Å:
Cl1 -2.336906 2.255700 1.116870
C1 -0.331697 3.247990 -0.446060
C2 -0.588306 2.545410 0.869290
H1 0.751583 3.413200 -0.571790
H2 -0.842006 4.225499 -0.471990
H3 -0.695066 2.638911 -1.290799
H4 -0.092557 1.556820 0.918120
H5 -0.239187 3.140140 1.735229
N1 1.122433 -2.094778 -1.399329
C3 -0.177337 -2.173338 -1.161979
C4 1.725853 -2.554218 -0.253129
C5 0.782393 -2.913518 0.684940
N2 -0.426896 -2.662938 0.085760
H6 -0.973786 -1.892118 -1.850949
H7 2.810813 -2.603338 -0.160660
H8 0.860103 -3.313488 1.695929
H9 -1.349426 -2.815928 0.500550

Atoms 1-2, force components in eV/Å:
Cl -0.076 -0.031 0.024
C 0.001 0.145 -0.278



H4O2 | ωB97M-V/def2-TZVPD

Properties
HOMO energy = -0.418 Ha
Total energy = -4159.69075 eV
Energy above the lowest of the compared OMol25 structures with the same formula, charge and spin = 0.248 eV
Frontier orbital gap = 12.142 eV
2S+1 = 1
SMILES = O.O

Atoms and positions in Å:
H1 -2.565379 0.304908 -0.166394
H2 -1.073327 0.086771 -0.368774
H3 1.507361 0.685531 0.329100
H4 2.368041 -0.572145 0.294978
O1 -1.840333 -0.289247 0.029947
O2 1.603636 -0.215817 -0.118856

Atoms 1-2, force components in eV/Å:
H -0.087 0.126 -0.075
H 0.915 0.329 -0.482



C3H6O2 | ωB97M-V/def2-TZVPD

Properties
HOMO energy = -0.371 Ha
Total energy = -7301.56064 eV
Energy above the lowest of the compared OMol25 structures with the same formula, charge and spin = 2.118 eV
Frontier orbital gap = 10.678 eV
2S+1 = 1
SMILES = O=CO.C=C

Atoms and positions in Å:
C1 -2.763166 0.155003 -0.492759
C2 -2.466263 -1.104961 -0.675359
H1 -3.256435 0.357082 0.414806
H2 -2.550865 0.901736 -1.260344
H3 -2.269635 -1.702739 0.201185
H4 -2.254051 -1.405956 -1.642934
O1 2.558010 -0.525525 0.249052
C3 1.703668 0.154240 0.776574
O2 1.149109 1.141745 0.027318
H5 1.277894 0.106028 1.836836
H6 0.550699 1.588402 0.588765

Atoms 1-2, force components in eV/Å:
C -0.052 0.611 -0.681
C 0.599 0.143 1.022



C4H8O2 | ωB97M-V/def2-TZVPD

Properties
HOMO energy = -0.323 Ha
Total energy = -8369.68622 eV
Energy above the lowest of the compared OMol25 structures with the same formula, charge and spin = 3.596 eV
Frontier orbital gap = 9.034 eV
2S+1 = 1
SMILES = CC(=O)CCO

Atoms and positions in Å:
C1 -1.052517 1.625036 0.490825
C2 0.317032 0.791509 0.625293
O1 -0.191544 0.135300 1.525268
C3 1.128803 -0.015129 -0.449177
C4 0.627120 -1.478381 -0.451560
O2 -0.761918 -1.556658 -0.686846
H1 -1.028197 2.476939 1.165135
H2 -1.026427 1.820649 -0.554799
H3 -2.000007 1.046588 0.690641
H4 0.943318 0.435814 -1.428156
H5 2.216015 0.000537 -0.306633
H6 0.887411 -1.968548 0.495899
H7 1.115776 -2.042421 -1.255298
H8 -1.174864 -1.271235 0.139410

Atoms 1-2, force components in eV/Å:
C 0.840 1.515 -1.800
C -4.928 -1.911 0.305